Entry from the OMol25 dataset: a cluster of 2 separate species, C3H11N2O2 in total (ωB97M-V/def2-TZVPD).

orbital gap = 7.63 eV
net charge = -1
highest occupied orbital energy = -3.399 eV
molecular weight = 107.13 g mol⁻¹
relative energy (zero: lowest compared OMol25 entry of this formula, charge and spin) = 18.5 kJ/mol
LUMO energy = 4.2 eV

```
18
C3H11N2O2 (ωB97M-V/def2-TZVPD)
C 2.1309 -0.4767 0.4762
H -0.4742 -0.3640 -0.5874
O 1.0759 -1.3062 0.4597
H 2.3689 -0.9846 -1.4772
N 2.5888 -0.1673 -0.9177
H 2.9981 -0.8973 1.0364
H -2.8373 -0.0345 1.0591
H 3.5976 -0.0632 -0.9446
H -0.3816 -1.4289 1.2195
O -1.3225 -1.2845 1.5358
H 1.8821 0.5097 0.9297
H -1.2904 0.7572 1.4828
C -1.7229 1.2215 -1.0574
C -1.7468 -0.1007 0.9415
H -2.8023 1.4054 -1.0326
H -1.4032 1.2104 -2.1003
H -1.2211 2.0681 -0.5557
N -1.4401 -0.0645 -0.4679
```

=====

Entry from the OMol25 dataset: a structure of composition C8H10ClIN2O5Rh (ωB97M-V/def2-TZVPD).

orbital gap (alpha / beta) = 10.23 / 6.36 eV
net charge = +1
2S+1 = 5
highest occupied orbital energy (alpha / beta) = -13.487 / -13.755 eV
molecular weight = 479.44 g mol⁻¹
LUMO energy (alpha / beta) = -3.3 / -7.4 eV

```
28
C8H10ClIN2O5Rh (ωB97M-V/def2-TZVPD)
C 0.4374 -0.5448 -2.3454
Cl 0.3833 -2.8302 2.2560
H -1.5472 -0.1419 -2.5748
H -2.3435 -0.4907 -0.5974
H 0.5804 -1.6118 -4.1081
C -1.2630 -0.4104 -0.5289
H -0.9503 -1.3723 -0.1065
C 0.7038 -0.5700 -3.8137
C -0.0533 2.9642 1.7810
O 0.6729 -4.0208 2.8874
O 1.1133 -2.8333 0.9341
I 4.2423 -0.8385 1.3641
O 1.3865 -0.7503 -1.5395
C 0.7061 1.8536 1.5882
H 0.3153 3.8491 2.2914
H -0.0086 0.1254 -4.2896
Rh 1.7367 -0.8686 0.6782
H -2.0212 3.7004 1.6106
H 1.7725 -0.2888 -3.9788
C -1.7915 1.7847 0.6490
C -0.9382 0.7587 0.3376
N -0.8215 -0.2896 -1.8894
H -2.8202 1.7098 0.2394
O -0.9829 -2.6964 1.9279
O 0.8872 -1.6867 2.9642
C -1.3622 2.8809 1.3732
N 0.2723 0.8033 0.8763
H 1.6935 1.8153 2.0134
```

=====

Entry from the OMol25 dataset: a cluster of 5 separate species, C21H53B3O13 in total (ωB97M-V/def2-TZVPD).

orbital gap = 9.67 eV
highest occupied orbital energy = -9.203 eV
SMILES string = CCOCCOB1OBOB(C)O1.COCCOC.COCCOC.COCCOC.COCCOC
molecular weight = 546.08 g mol⁻¹
LUMO energy = 0.5 eV

```
90
C21H53B3O13 (ωB97M-V/def2-TZVPD)
C -3.3834 2.8519 -0.0714
B -1.5420 1.4624 0.5276
H 1.4489 3.8923 -1.0194
H -0.9986 -5.1329 -5.8289
O -3.5275 3.8087 5.0212
H 5.7782 -1.7134 2.7544
H 1.9420 -3.7252 -2.0364
B 0.5600 2.0654 -0.1648
C -3.5938 3.6521 1.2154
H -4.3285 2.7043 -0.5896
C -1.1441 -3.4596 -4.0781
H 3.8009 -7.0218 -0.9682
O 2.2904 -6.2815 -2.1122
H -2.7431 3.4336 -0.7415
H -1.9875 -2.9385 -7.7104
C -2.1043 -3.8970 -7.1933
C 1.1257 2.9060 -1.3521
H -2.3915 5.0530 3.0005
C -3.7936 -2.6268 -6.1183
H 3.2385 0.1382 -0.5377
H -2.6644 7.3363 1.6258
H -4.3879 4.8232 6.6232
H -3.0075 -1.9927 -5.7015
H -0.0054 -4.2067 -6.9674
H 6.3870 -0.6792 -1.7714
O -0.5176 1.2125 -0.3709
O -2.8431 1.5417 0.1443
C 5.3459 -0.5556 -1.4789
H 0.3351 3.0373 -2.0911
H -4.2214 -2.1347 -6.9986
H 2.7795 -2.5361 -3.0526
B 0.1977 1.6655 2.0942
H 2.2991 -7.0430 -4.0442
H 6.2873 -1.2137 1.1211
H -1.4093 7.1574 2.8393
C 3.6603 -6.2714 -1.7516
H -1.5701 3.2513 5.0213
H -5.1151 2.3103 6.4602
C 4.0209 -0.0190 1.4558
C -2.3486 3.5061 5.7482
H 4.7803 0.4620 2.0811
H 2.6521 -5.2987 -3.9128
H -2.1751 -4.6833 -7.9508
C 2.0649 -6.1218 -3.4992
H -4.5776 -2.7571 -5.3744
C 2.8450 -3.1181 -2.1342
C -4.7641 2.0833 7.4698
H 3.7664 1.6706 0.1776
H 1.9598 2.4072 -1.8494
H 2.9076 -2.4331 -1.2812
C 4.0137 0.6097 0.0796
O -3.3076 -3.9144 -6.4469
O -0.6800 -3.1365 -5.3749
H 5.6649 -2.8544 1.3982
H -5.4406 2.5363 8.1924
C -2.0727 5.3034 1.9838
H -4.6549 3.7154 1.4633
O 1.0511 2.1664 1.1287
H 5.1323 -4.9809 -0.8952
H -2.0120 4.3822 6.3128
H -2.8541 1.4515 6.1115
H -5.2312 4.9051 5.0609
O 4.2336 -1.4208 1.3999
H -3.7508 5.8523 5.3145
O 5.2736 0.5221 -0.5628
H 4.2846 -6.5516 -2.6068
C -1.7587 6.7855 1.8757
H -2.1596 -3.8620 -4.0960
H -4.7698 0.9975 7.6143
C -4.2546 4.9058 5.5422
H -1.5848 2.1036 7.1609
O -1.1541 1.6364 1.8555
O -3.4755 2.6172 7.7082
H 3.4783 -4.6468 -0.3556
H 3.0452 0.1451 1.9218
H 4.7510 -0.3407 -2.3740
C 4.0898 -4.9196 -1.2225
H 4.9885 -1.4843 -1.0313
C -0.8922 -4.1632 -6.3277
C 5.5642 -1.8084 1.6843
O -3.0914 4.9711 1.0568
H -0.4795 -4.1861 -3.5981
H -3.0935 3.1546 2.0469
H 0.6346 1.2511 3.1189
O 4.0138 -3.9132 -2.2179
H -1.1376 -2.5435 -3.4895
H 1.0065 -5.9014 -3.6267
C -2.5416 2.3323 6.6823
H -0.9916 6.9840 1.1300
H -1.1648 4.7275 1.7544
```

=====

Entry from the OMol25 dataset: a cluster of 2 separate species, C5H6N2O2 in total (ωB97M-V/def2-TZVPD).

orbital gap = 9.45 eV
highest occupied orbital energy = -9.031 eV
molecular weight = 126.11 g mol⁻¹
relative energy (zero: lowest compared OMol25 entry of this formula, charge and spin) = 762.1 kJ/mol
LUMO energy = 0.4 eV

```
15
C5H6N2O2 (ωB97M-V/def2-TZVPD)
O 2.7066 -1.2843 -0.3519
H -3.3923 0.8350 1.0058
H -1.7418 -1.0396 1.5767
N -1.4829 -1.0302 -0.6702
C 1.4651 -1.1921 0.2160
H 2.2115 1.9284 -0.4827
C 2.5664 1.0779 0.2666
N 1.8630 -0.0378 -0.1854
H 3.6744 0.8770 0.0521
H -0.9566 -1.8318 -0.8278
C -1.9771 -0.5634 0.5848
H 2.4482 1.3518 1.3217
C -1.9744 -0.2854 -1.6903
C -2.7401 0.4763 0.2688
O -2.6699 0.7181 -1.0842
```

=====

Entry from the OMol25 dataset: a structure of composition C17H40GdNP3S (ωB97M-V/def2-TZVPD).

orbital gap (alpha / beta) = 6.82 / 2.31 eV
net charge = +3
2S+1 = 8
highest occupied orbital energy (alpha / beta) = -16.252 / -16.133 eV
molecular weight = 540.75 g mol⁻¹
LUMO energy (alpha / beta) = -9.4 / -13.8 eV

```
63
C17H40GdNP3S (ωB97M-V/def2-TZVPD)
H -3.6476 -1.5275 -4.7760
H -0.8609 -2.9147 1.1167
H -2.7555 2.9720 3.2159
C -0.0442 1.8819 4.2168
H 4.3080 1.7830 3.2074
H -5.7909 -2.4785 -6.2817
P 2.6223 1.8742 1.4584
C -2.1456 0.2586 3.2478
H 4.0952 0.6855 -0.0767
H 0.6558 -1.5696 -4.4326
C 0.1477 -3.0214 0.6987
H -2.9435 0.1428 2.5046
H 1.8149 3.9340 2.4846
H 4.9000 2.1591 0.5798
C -0.3317 -1.4498 -3.9799
H 3.6025 3.9408 2.3172
C -3.9113 -3.2872 -6.8781
H -2.5774 0.5846 4.2063
H 0.5487 -2.2867 3.5200
H 0.6920 2.6759 4.0469
C 2.7890 -2.0082 0.4391
H -0.0578 3.8538 0.1703
H 0.0371 -2.9901 -0.3907
H -3.8241 -0.8960 -2.3605
H 2.0142 -1.2858 3.5388
C -0.4292 -1.1640 -2.6213
H -0.7616 2.2123 4.9817
C -2.8590 -1.0656 -2.8246
H 0.4852 0.9951 4.5853
P -0.9101 1.4747 2.6611
C 1.5052 -2.1006 3.0127
H 3.6177 -1.4885 0.9364
H -1.1316 3.2804 -0.9480
H -1.3733 3.8709 2.5232
H -2.4582 2.9297 1.4603
H 0.5727 -3.9912 0.9967
C -1.6976 -0.9437 -2.0293
C 2.6516 3.6738 1.8219
H -3.1934 -4.1114 -6.8004
N -0.1735 3.1874 -0.5978
H 2.9777 -3.0897 0.4443
H 2.5563 4.2460 0.8899
C -5.0518 -3.2806 -6.1690
C -1.4861 -1.5907 -4.7506
H -5.3092 -4.1019 -5.4900
H 3.6470 2.2756 -0.7067
H 2.7234 1.1643 3.7795
H 0.4688 -1.0984 -2.0056
Gd 0.3804 0.8652 0.1594
H -1.4115 -1.8568 -5.8057
H 3.7471 0.1407 2.7414
P 1.1966 -1.6265 1.2710
C 3.9569 1.7386 0.1995
H -3.6812 -2.4931 -7.5975
C 3.4302 1.1718 2.9382
H 0.4642 3.4676 -1.3484
S -1.8782 -0.5371 -0.3744
H 2.7457 -1.6523 -0.5967
H 2.1246 -3.0110 3.0764
H -1.6630 -0.7170 3.3805
C -1.9734 2.9546 2.4453
H 1.6063 0.6409 -1.2561
C -2.7523 -1.4003 -4.1757
```

=====

Entry from the OMol25 dataset: a structure of composition C31H32BrN6NiO4P (ωB97M-V/def2-TZVPD).

orbital gap (alpha / beta) = 8.26 / 8.49 eV
2S+1 = 3
highest occupied orbital energy (alpha / beta) = -7.937 / -8.165 eV
molecular weight = 722.21 g mol⁻¹
relative energy (zero: lowest compared OMol25 entry of this formula, charge and spin) = 0.0 kJ/mol
LUMO energy (alpha / beta) = 0.3 / 0.3 eV

```
76
C31H32BrN6NiO4P (ωB97M-V/def2-TZVPD)
O 1.5279 -0.6035 2.1090
Br 0.7489 -0.4788 -3.4526
C -2.7175 -5.0150 1.9291
C 4.0861 -3.2553 -1.1764
C 1.6900 3.4149 -1.5151
H -2.9833 2.7854 -3.5729
H 2.7608 4.7854 2.6103
H -2.2698 -2.8650 4.5091
H 1.4170 3.0635 4.3011
H 3.4579 2.2828 -1.0767
C -2.7813 -4.4997 3.2179
C -4.1462 -0.8928 -1.8012
H -3.0169 -2.7417 -4.4027
H 5.4413 -1.6094 -0.7947
O -0.7722 0.9169 1.3391
C -1.5606 -2.5534 2.5117
C -2.0849 -4.2930 0.9303
C -3.1127 -1.1164 -0.9078
C 3.3890 -1.0792 -0.5390
H 1.5801 1.2177 2.5382
N 0.4478 -3.0629 -0.8606
H 2.0372 3.7562 -2.4919
C -1.3837 1.3636 -3.5156
C -1.4900 -3.0682 1.2224
C -2.2128 -3.2679 3.5063
H -1.1568 -3.1101 -2.8185
H 0.3023 -4.0621 -0.8474
C 0.8582 3.0258 3.3624
H -3.2816 -5.0598 3.9975
N 2.0971 -1.4328 -0.5750
C 0.6356 4.4314 2.8272
H -0.1008 2.5375 3.5475
H -1.1048 -1.5936 2.7279
C -3.0466 -2.2848 -3.4214
C -2.2852 2.2453 -2.9464
C -1.3856 1.6904 -0.8110
H -3.1720 -5.9707 1.7021
H 1.2665 5.2863 -0.5246
Ni 0.6763 -0.0829 0.3302
N 1.8902 1.6513 0.1877
H 2.2502 -1.8581 3.4920
N 1.6235 2.2265 2.4083
O -2.0087 2.7815 1.1825
C -1.4084 1.8187 0.7147
C -2.0050 -2.5045 -2.5274
C 4.4155 -1.9446 -0.8372
H -4.9761 -0.2589 -1.5158
H 4.8604 -3.9728 -1.4157
C 1.9946 4.4720 -0.4694
C 1.7887 -2.6965 -0.8590
H -4.9237 -1.3048 -3.7602
H 1.7581 5.8325 1.6032
H -3.1367 -0.6520 0.0736
C -2.0326 -1.9263 -1.2639
H 3.5736 -0.0587 -0.2318
N 1.9611 3.9094 0.8727
C -2.2787 2.4213 -1.5738
C 2.3700 2.1181 -1.1044
P -0.6787 -2.0674 -0.0503
H -0.2492 4.4490 2.1877
N -0.5040 0.8358 -1.3543
H 2.4773 -4.6564 -1.4169
H 0.4754 5.1273 3.6514
H 2.1948 1.3352 -1.8421
C 1.7408 -1.7967 2.5110
O 1.4454 -2.8341 1.9236
H 2.9838 4.9069 -0.6504
C -4.1152 -1.4790 -3.0616
C -0.5129 0.6986 -2.6679
H 0.6121 3.2540 -1.5793
C 1.8060 2.5794 1.1162
H -1.3448 1.1870 -4.5799
C 1.8509 4.8227 2.0014
H -2.0734 -4.6780 -0.0847
C 2.7675 -3.6401 -1.1863
H -2.9468 3.0979 -1.0612
```